No. 1
The following is a DFT calculation (ωB97M-V/def2-TZVPD) of a single C22H22N4O8S molecule in a non-equilibrium geometry.

Geometry as XYZ:
```
57
C22H22N4O8S (ωB97M-V/def2-TZVPD)
C 3.482 1.179 0.857
O 3.667 0.104 1.748
C 2.759 -0.903 1.736
C 1.668 -0.974 0.890
C 0.796 -2.056 0.964
C -0.357 -2.042 0.035
O -0.770 -1.014 -0.471
N -0.943 -3.246 -0.210
C -2.033 -3.424 -1.154
C -2.721 -2.135 -1.410
N -2.750 -1.478 -2.519
N -3.445 -0.345 -2.287
C -3.825 -0.389 -1.043
S -4.695 0.816 -0.175
C -4.521 2.203 -1.357
C -3.141 2.855 -1.227
O -2.988 3.878 -0.598
N -2.179 2.165 -1.881
C -0.796 2.369 -1.868
C -0.006 1.369 -2.429
C 1.379 1.476 -2.472
C 1.938 2.615 -1.945
C 1.147 3.615 -1.380
C -0.221 3.524 -1.324
O 1.953 4.629 -0.929
C 3.270 4.259 -1.269
O 3.263 2.978 -1.863
O -3.437 -1.523 -0.433
C 1.014 -3.056 1.903
C 2.103 -3.000 2.766
O 2.348 -3.970 3.709
C 1.431 -5.025 3.858
C 2.999 -1.923 2.687
O 4.113 -1.710 3.430
C 4.467 -2.549 4.505
H 3.543 0.855 -0.186
H 4.297 1.870 1.066
H 2.524 1.681 1.025
H 1.459 -0.206 0.163
H -0.488 -4.087 0.103
H -1.666 -3.796 -2.118
H -2.747 -4.139 -0.731
H -4.712 1.813 -2.354
H -5.283 2.923 -1.062
H -2.466 1.303 -2.343
H -0.478 0.482 -2.822
H 1.989 0.700 -2.904
H -0.825 4.296 -0.882
H 3.688 4.992 -1.979
H 3.894 4.240 -0.361
H 0.311 -3.867 1.999
H 1.374 -5.644 2.956
H 1.819 -5.628 4.678
H 0.432 -4.662 4.120
H 5.368 -2.100 4.923
H 4.688 -3.565 4.173
H 3.688 -2.579 5.270
```

Computed properties:
E_HOMO, eV: -7.527
LUMO level, Ha: 0.00990
Structure (SMILES): COc1cc(C(=O)NCc2nnc(SCC(=O)Nc3ccc4c(c3)OCO4)o2)cc(OC)c1OC
2S+1: 1
Frontier orbital gap, eV: 7.80
Net charge: 0

Per-atom Mulliken charges, elementary charge units: -0.8866 -0.4425 0.7108 -0.8894 -0.6152 0.3402 -0.6064 -0.1550 -0.9353 0.9398 -0.7688 -0.3715 0.7551 -0.1618 -0.8798 0.7096 -0.6464 -0.1315 0.4492 -0.5240 -0.9331 0.8374 0.8658 -1.1137 -0.5098 -0.3422 -0.4819 -0.3513 -0.5510 0.7947 -0.4998 -0.9564 0.7994 -0.4883 -0.8221 0.4301 0.2076 0.4031 0.6317 0.2191 0.3166 0.3729 0.3518 0.4311 0.2238 0.2937 0.4579 0.6025 0.2741 0.2403 0.5878 0.3468 0.2621 0.3586 0.2858 0.2650 0.2993


No. 2
The following is a DFT calculation (ωB97M-V/def2-TZVPD) of C42H30BrFN3P2PdSe2 as an isolated structure in a non-equilibrium geometry.

Geometry as XYZ:
```
82
C42H30BrFN3P2PdSe2 (ωB97M-V/def2-TZVPD)
Pd 0.025 -0.094 0.069
Br 2.359 0.004 -0.539
C 2.578 1.902 -0.261
C 3.821 2.462 -0.312
C 3.934 3.854 -0.154
C 2.815 4.629 -0.011
C 1.523 4.053 0.013
C 0.350 4.830 0.099
C -0.880 4.228 0.107
C -0.996 2.823 0.091
C 0.116 2.018 0.028
C 1.391 2.634 -0.063
H 4.698 1.850 -0.476
H 4.915 4.311 -0.157
H 2.904 5.705 0.080
H 0.437 5.909 0.148
H -1.778 4.834 0.145
H -1.993 2.397 0.127
Se -6.903 1.026 -0.207
P -5.698 0.423 1.406
C -5.886 1.593 2.770
C -6.328 1.249 4.045
C -6.619 2.239 4.966
C -6.472 3.578 4.626
C -6.011 3.923 3.362
C -5.718 2.940 2.439
C -6.268 -1.214 1.951
C -7.536 -1.339 2.517
C -8.039 -2.593 2.819
C -7.299 -3.731 2.518
C -6.060 -3.611 1.908
C -5.543 -2.355 1.626
C -3.969 0.196 0.937
C -2.654 0.161 1.483
N -1.886 -0.177 0.404
N -2.611 -0.250 -0.689
N -3.852 -0.020 -0.392
P -1.848 0.068 3.109
Se 0.321 0.194 2.803
C -2.289 -1.477 3.919
C -1.392 -2.544 3.971
C -1.770 -3.742 4.551
C -3.039 -3.886 5.098
C -3.931 -2.823 5.055
C -3.569 -1.631 4.454
C -2.276 1.403 4.186
C -2.447 1.202 5.576
C -2.367 2.269 6.442
C -2.072 3.555 5.965
C -1.865 3.755 4.599
C -1.960 2.705 3.713
H -6.467 0.209 4.312
H -6.971 1.967 5.952
H -6.718 4.349 5.345
H -5.889 4.966 3.096
H -5.406 3.198 1.433
H -8.126 -0.450 2.703
H -9.016 -2.687 3.276
H -7.696 -4.712 2.749
H -5.488 -4.495 1.656
H -4.577 -2.261 1.146
H -0.396 -2.409 3.571
H -1.072 -4.569 4.583
H -3.329 -4.821 5.560
H -4.922 -2.931 5.477
H -4.257 -0.797 4.417
H -2.627 0.204 5.959
H -2.519 2.112 7.504
H -1.986 4.385 6.656
H -1.626 4.744 4.226
H -1.765 2.855 2.657
F -0.143 -6.293 -0.414
C -0.123 -4.937 -0.312
C -0.680 -4.182 -1.323
C -0.661 -2.795 -1.209
C -0.072 -2.172 -0.113
C 0.489 -2.972 0.881
C 0.455 -4.361 0.799
H -1.121 -4.672 -2.181
H -1.126 -2.199 -1.985
H 0.972 -2.511 1.735
H 0.871 -4.989 1.578
```

Computed properties:
E_HOMO (spin up / spin down), eV: -0.939 / -4.305
LUMO level (spin up / spin down), Ha: 0.06918 / 0.02422
Expectation value of S²: 2.030
2S+1: 3
Frontier orbital gap (spin up / spin down), eV: 2.82 / 4.96
Net charge: -1

Per-atom Mulliken charges, elementary charge units: -0.8204 -0.0899 0.6390 -0.8802 -0.3593 -1.1196 0.9272 -1.0127 -0.6945 -0.1605 -0.6025 1.2284 0.3315 0.3523 0.3107 0.3074 0.4365 0.4064 -0.3241 -0.1784 0.8527 -0.0025 -0.8947 -0.5351 -0.7462 -0.6713 0.5753 -0.2590 -0.7515 -0.5616 -0.6694 -0.3780 -0.1319 0.3059 1.1127 -0.9703 -0.1834 1.0389 -0.3120 0.2411 -0.6406 -0.7058 -0.7098 -0.6626 -0.1697 0.9460 -0.5875 -0.7902 -0.5248 -0.6470 -0.4730 0.3437 0.4098 0.3898 0.4265 0.4444 0.5007 0.3974 0.3940 0.4612 0.3871 0.2347 0.4228 0.3994 0.4634 0.4566 0.4100 0.4156 0.3976 0.4752 0.1536 -0.3664 0.4590 -0.7571 -0.0244 -0.3973 0.2772 -0.6810 0.4302 0.3921 0.4451 0.4468


No. 3
The following is a DFT calculation (ωB97M-V/def2-TZVPD) of an isolated ion of composition C3H6NO2 and charge -1 in a non-equilibrium geometry.

Geometry as XYZ:
```
12
C3H6NO2 (ωB97M-V/def2-TZVPD)
C 0.240 0.983 0.930
C 0.379 -0.115 -0.097
N 0.206 -1.452 0.505
C -0.639 0.129 -1.292
O -0.323 1.080 -2.034
O -1.637 -0.623 -1.331
H 0.403 1.996 0.564
H 0.993 0.860 1.723
H -0.751 0.924 1.385
H 1.333 -0.062 -0.616
H 0.603 -2.112 -0.157
H -0.808 -1.607 0.419
```

Computed properties:
E_HOMO, eV: -3.701
LUMO level, Ha: 0.16565
Energy above the lowest of the compared OMol25 structures with the same formula, charge and spin, kcal/mol: 3.2
Structure (SMILES): C[C@@H](N)C(=O)[O-]
2S+1: 1
Frontier orbital gap, eV: 8.21
Net charge: -1

Per-atom Mulliken charges, elementary charge units: -1.4069 0.3931 -0.8440 0.5283 -0.7498 -0.7463 0.3410 0.3050 0.2831 0.2630 0.2994 0.3341


No. 4
The following is a DFT calculation (ωB97M-V/def2-TZVPD) of a 7-piece molecular cluster, C19H53ClNO14P overall in a non-equilibrium geometry.

Geometry as XYZ:
```
89
C19H53ClNO14P (ωB97M-V/def2-TZVPD)
C -3.867 2.966 3.490
C -5.023 2.341 2.700
C -4.598 1.088 1.970
O -3.525 1.334 1.079
C -3.950 1.790 -0.191
P -2.565 2.578 -1.227
Cl -1.115 3.533 -2.621
C -1.197 1.659 -0.386
C -0.616 2.346 0.868
C -0.763 3.832 0.866
N 0.374 4.569 0.410
O -1.743 4.360 1.231
H -3.916 2.633 4.515
H -2.911 2.759 3.045
H -4.019 4.033 3.502
H -5.379 3.082 1.999
H -5.812 2.073 3.390
H -4.267 0.364 2.701
H -5.419 0.622 1.433
H -4.400 0.972 -0.760
H -4.726 2.538 -0.038
H -2.963 3.877 -0.911
H -3.167 2.031 -2.371
H -1.454 0.630 -0.184
H -0.385 1.624 -1.084
H 0.443 2.135 0.895
H -1.088 1.977 1.766
H 0.026 5.383 -0.081
H 0.838 4.921 1.248
O -0.198 -3.748 -2.614
C 0.734 -3.124 -1.726
C 0.318 -1.691 -1.483
O -1.001 -1.636 -0.947
H -0.071 -3.353 -3.488
H 0.703 -3.690 -0.795
H 1.738 -3.177 -2.141
H 0.991 -1.201 -0.778
H 0.326 -1.134 -2.429
H -1.497 -2.340 -1.388
O 5.090 -4.711 0.715
C 4.514 -3.402 0.740
C 4.582 -2.781 -0.638
O 3.909 -3.605 -1.583
H 6.042 -4.612 0.595
H 3.477 -3.529 1.046
H 5.033 -2.783 1.479
H 4.115 -1.796 -0.650
H 5.629 -2.682 -0.956
H 4.094 -4.518 -1.323
O -1.866 -3.835 -7.230
C -0.567 -4.426 -7.157
C 0.450 -3.382 -6.748
O 0.086 -2.809 -5.497
H -1.881 -3.244 -7.993
H -0.627 -5.209 -6.403
H -0.306 -4.876 -8.119
H 1.442 -3.820 -6.645
H 0.490 -2.580 -7.495
H -0.880 -2.737 -5.509
O 2.849 4.425 5.689
C 2.459 3.382 4.793
C 1.499 3.927 3.758
O 2.101 5.000 3.043
H 2.085 4.648 6.234
H 3.372 3.033 4.312
H 2.010 2.557 5.353
H 1.221 3.154 3.040
H 0.590 4.302 4.246
H 2.629 5.491 3.688
O 4.949 0.652 -2.375
C 5.387 -0.029 -3.556
C 6.692 0.567 -4.040
O 7.680 0.484 -3.023
H 4.671 1.540 -2.631
H 5.529 -1.071 -3.273
H 4.612 0.030 -4.325
H 7.062 0.034 -4.917
H 6.551 1.624 -4.299
H 7.220 0.650 -2.188
O -5.723 -1.372 4.030
C -5.683 -2.338 5.084
C -4.246 -2.661 5.434
O -3.551 -1.483 5.817
H -5.419 -1.807 3.224
H -6.185 -1.883 5.936
H -6.230 -3.237 4.785
H -4.197 -3.367 6.262
H -3.736 -3.097 4.564
H -3.881 -0.776 5.244
```

Computed properties:
E_HOMO, eV: -9.030
LUMO level, Ha: 0.01431
Structure (SMILES): CCCOC[PH2](Cl)CCC(N)=O.OCCO.OCCO.OCCO.OCCO.OCCO.OCCO
2S+1: 1
Frontier orbital gap, eV: 9.42
Net charge: 0

Per-atom Mulliken charges, elementary charge units: -0.7797 -0.5429 -0.3618 -0.1376 -1.0792 0.1908 -0.4421 -1.4187 -0.0432 0.0502 -0.5193 -0.5376 0.3786 -0.0869 0.3381 0.2871 0.4290 0.0919 0.3889 0.4250 0.4758 0.0527 0.1078 0.2398 1.0922 0.4739 0.2964 0.3287 0.3092 -0.5670 -0.3213 -0.2718 -0.4829 0.3923 0.2012 0.3019 0.3115 0.1835 0.3267 -0.5481 -0.5547 -0.1650 -0.4607 0.3243 0.2736 0.3343 0.2491 0.2342 0.3280 -0.5342 -0.4576 -0.3551 -0.5625 0.3166 0.2638 0.3308 0.3095 0.2707 0.3297 -0.5422 -0.6012 0.1583 -0.5588 0.3219 0.3226 0.3148 -0.0052 0.2312 0.3496 -0.5179 -0.3934 -0.2645 -0.5078 0.2909 0.1879 0.3248 0.2992 0.2573 0.3320 -0.4601 -0.5215 -0.3215 -0.5152 0.3054 0.2715 0.3253 0.3384 0.2458 0.3245